1.
Entry from OMol25: an isolated molecule of C3H2ClNOS at a distorted geometry (the ωB97M-V functional and the def2-TZVPD basis).

E_LUMO	-0.0268	Eh
HOMO level	-10.457	eV
structure (SMILES)	N#CS[C@@H](Cl)C=O

Last column: Mulliken charge in e.
Atoms and positions in Å:
1 N -3.867 0.216 0.522  -0.348
2 C -2.927 0.033 -0.106  0.364
3 S -1.610 -0.187 -1.138  -0.055
4 C -0.323 -0.787 0.199  -0.224
5 Cl -0.608 -2.514 0.436  -0.106
6 C 0.996 -0.621 -0.505  0.029
7 O 1.585 -1.409 -1.165  -0.390
8 H -0.440 -0.234 1.060  0.447
9 H 1.192 0.463 -0.305  0.283

2.
Entry from OMol25: a structure of composition C3H2CrFO4 at a distorted geometry (the ωB97M-V functional and the def2-TZVPD basis).

E_LUMO (alpha / beta)	-0.4731 / -0.4306	Eh
2S+1	6
HOMO level (alpha / beta)	-16.941 / -19.553	eV
net charge	+2

Last column: Mulliken charge in e.
Atoms and positions in Å:
1 C -3.573 0.986 -0.194  0.132
2 O -4.688 1.150 -0.110  -0.113
3 H -2.248 1.473 1.780  0.363
4 C -1.359 3.026 0.238  -0.011
5 O -0.271 2.642 0.991  -0.240
6 C -0.361 1.838 2.032  0.909
7 O -1.474 1.281 2.355  -0.292
8 O 0.666 1.653 2.680  -0.730
9 Cr 1.441 0.851 4.098  1.854
10 F -1.913 4.118 0.736  -0.162
11 H -1.148 3.080 -0.832  0.290

3.
Entry from OMol25: a structure of composition C3H2CsO2 at a distorted geometry (the ωB97M-V functional and the def2-TZVPD basis).

E_LUMO (alpha / beta)	-0.0358 / -0.0362	Eh
2S+1	2
HOMO level (alpha / beta)	-4.421 / -6.631	eV

Last column: Mulliken charge in e.
Atoms and positions in Å:
1 H -1.551 1.705 -0.309  0.252
2 O 0.401 0.782 -0.077  -0.369
3 O 1.223 -1.420 0.032  -0.744
4 C -1.010 0.851 0.099  -0.401
5 C -1.165 -0.561 0.096  -0.503
6 C 0.220 -0.690 -0.068  0.454
7 H -2.001 -1.253 0.083  0.334
8 Cs 3.882 0.586 0.145  0.977